(1)
9
Properties=species:S:1:pos:R:3:forces:R:3 method="wB97M-V/def2-TZVPD" total_charge=0 orbital_gap_ev="8.5 / 8.5" lumo_ev="-1.10 / -1.14"
C 0.173008 -0.947892 0.197115 -0.480 0.558 -0.676
O -0.610707 1.869259 -0.325016 1.124 1.346 -0.739
Si -0.858514 0.567636 0.564489 0.614 -0.720 1.157
I -2.937191 -0.156630 -0.117799 -2.487 -0.777 -0.388
H -0.324839 -1.933866 0.252015 0.280 0.683 -0.499
H 0.278512 -0.424491 -1.930039 0.016 -0.647 2.119
H 1.130576 -0.960523 0.682738 0.828 -0.120 -0.388
H -0.109918 1.744736 -1.136397 -0.079 0.104 -0.094
H -0.891931 1.059019 1.988171 0.185 -0.428 -0.493

---

(2)
8
Properties=species:S:1:pos:R:3:forces:R:3 method="wB97M-V/def2-TZVPD" total_charge=+1 orbital_gap_ev="10.3 / 10.3" lumo_ev="-5.86 / -5.86"
C -0.439178 -0.222977 0.214532 6.185 1.021 -1.216
N -1.380936 0.340224 -0.381488 -2.312 -0.288 0.089
N 1.708013 0.095838 -0.048587 -4.224 -1.019 2.110
H -0.324645 -1.031296 0.895256 -1.037 -0.427 0.745
H -2.352171 0.031310 -0.033120 1.335 0.830 -1.219
H -1.291306 1.021106 -1.187976 -0.103 -0.833 1.405
H 1.793972 0.425473 0.965311 -0.012 -0.206 -1.618
H 1.606508 0.905234 -0.633670 0.168 0.922 -0.296

---

(3)
8
Properties=species:S:1:pos:R:3:forces:R:3 method="wB97M-V/def2-TZVPD" total_charge=+1 orbital_gap_ev=10.6 lumo_ev=-5.33 smiles="NC=[NH2+]"
C 0.314516 0.279645 -0.223831 3.214 -5.776 0.623
N 0.634497 -1.245702 0.637586 -2.434 4.255 -1.742
N -0.637933 1.084350 -0.053635 -3.672 1.610 0.488
H 1.107946 0.526891 -1.028597 -1.377 -0.492 1.516
H 1.231811 -1.891218 0.100203 -0.259 0.943 -0.334
H -0.303929 -1.699942 0.782607 1.152 0.764 -0.203
H -0.803599 1.807284 -0.769849 0.917 -0.053 0.315
H -1.543309 1.138692 0.555516 2.458 -1.250 -0.662

---

Energy above the lowest of the compared OMol25 structures with the same formula, charge and spin / kcal per mole: 95.5; 116.1; 72.4